# 1
DFT (ωB97M-V with the def2-TZVPD basis set) results for a cluster of 2 separate species, C4H12N2S in total.

Calculated values
SMILES: [H]/N=C/N.CCCS
Total charge: 0

Geometry as XYZ:
```
19
Properties=species:S:1:pos:R:3:forces:R:3:lowdin_charge:R:1
C 1.67146 -1.98441 -1.16651 -0.1 -0.2 -0.2 -0.121
C 1.69720 -1.38080 0.22949 -0.3 0.1 -0.1 -0.342
C 0.26627 -1.19401 0.73246 0.2 -0.5 0.1 -0.593
S 0.27248 -0.51163 2.41648 -0.1 0.3 -0.1 0.697
H 2.66480 -2.24623 -1.53157 0.0 0.1 0.0 0.071
H 1.21156 -1.30198 -1.88173 0.1 0.1 0.0 0.073
H 1.05641 -2.88958 -1.18717 0.1 0.0 0.1 0.074
H 2.22476 -2.05036 0.91134 0.0 0.0 0.1 0.101
H 2.23234 -0.42768 0.22922 -0.1 0.0 0.0 0.104
H -0.20887 -2.17828 0.78251 0.0 0.1 -0.1 0.070
H -0.32621 -0.56482 0.07039 0.1 0.1 0.0 0.054
H -1.00296 -0.09700 2.39061 0.0 0.0 0.2 -0.153
N -2.25600 3.07612 -0.95192 0.7 0.5 -0.3 0.011
C -1.50740 2.25219 -0.05203 -1.2 -0.8 -0.8 -0.388
N -0.31626 2.46357 0.25775 -0.1 0.7 0.5 0.117
H -3.18983 3.24181 -0.60691 -0.1 -0.1 0.2 0.062
H -2.35962 2.60447 -1.84128 0.1 0.0 -0.2 0.067
H -2.10208 1.34875 0.18889 0.4 0.1 0.9 0.105
H -0.02806 1.83984 1.00997 0.3 -0.5 -0.3 -0.007
```
Forces are in eV/Å.


# 2
DFT (ωB97M-V with the def2-TZVPD basis set) results for a structure of composition C4H12N3.

Calculated values
Total charge: +1

Geometry as XYZ:
```
19
Properties=species:S:1:pos:R:3:forces:R:3:lowdin_charge:R:1
C -1.72865 -1.32033 -0.42657 -0.6 -0.2 -0.1 -0.051
C 0.55682 -1.93099 -0.13360 -0.1 -0.7 -0.1 -0.120
C -0.52035 2.27725 -0.02759 -0.3 0.6 0.0 -0.272
C 1.98292 -1.62846 0.05493 0.4 0.1 0.1 -0.030
N -0.33203 -1.04535 -0.26634 0.5 0.2 0.1 -0.033
N -0.45417 3.51747 0.43930 0.1 0.4 0.1 0.149
N 0.32405 1.34626 0.19842 0.3 -0.2 0.1 0.098
H -2.28554 -0.74707 0.31508 0.0 -0.1 0.0 0.096
H -2.04649 -0.99320 -1.41672 0.0 0.0 0.0 0.100
H 0.28670 -2.98848 -0.15720 -0.2 0.1 0.0 0.145
H -1.37738 2.05278 -0.65140 -0.1 0.0 0.0 0.144
H 2.27990 -1.91624 1.06416 0.0 0.0 0.1 0.102
H 2.21334 -0.57901 -0.10082 0.0 0.0 0.0 0.074
H 2.57452 -2.23941 -0.62426 0.1 0.0 -0.1 0.098
H 0.01262 0.11819 -0.10061 0.0 -0.1 -0.1 0.049
H -1.12808 4.22462 0.19506 0.0 -0.1 0.0 0.122
H 0.32866 3.80839 1.00663 -0.1 0.0 0.0 0.125
H 1.10678 1.58346 0.79565 0.0 0.1 0.0 0.108
H -1.95616 -2.38040 -0.30759 0.0 0.0 0.0 0.096
```
Forces are in eV/Å.


# 3
DFT (ωB97M-V with the def2-TZVPD basis set) results for the ion C4H12N3 with charge +1.

Calculated values
SMILES: CCCNC(N)=[NH2+]
Total charge: +1

Geometry as XYZ:
```
19
Properties=species:S:1:pos:R:3:forces:R:3:lowdin_charge:R:1
C 0.86840 2.11010 0.84062 -0.8 -0.4 -0.2 -0.095
C 1.39536 1.46033 -0.43138 0.0 -1.2 0.4 -0.225
C 1.00343 -0.02921 -0.47998 0.5 0.5 0.6 -0.184
N -0.45146 -0.16884 -0.57658 0.2 -0.7 -1.2 0.097
C -1.10402 -1.23570 -0.12782 0.1 -0.1 0.7 -0.428
N -0.49225 -2.14887 0.64327 0.0 -0.6 0.4 0.202
N -2.40960 -1.31910 -0.33650 0.0 0.4 -0.1 0.221
H 1.06183 1.41774 1.66814 0.2 0.4 0.1 0.081
H 1.28584 3.09072 1.02974 0.2 0.0 0.1 0.078
H -0.21796 2.23514 0.80539 0.0 0.0 0.0 0.071
H 2.48320 1.45271 -0.37305 0.1 0.2 -0.4 0.117
H 1.04615 1.88411 -1.36329 0.2 0.6 -0.1 0.107
H 1.30149 -0.47402 0.47234 0.0 -0.1 -0.1 0.115
H 1.51950 -0.56639 -1.28171 -0.2 0.1 -0.1 0.132
H -0.86631 0.21836 -1.42010 0.1 0.3 0.3 0.170
H 0.37382 -2.60395 0.40596 0.3 0.6 -0.2 0.133
H -1.00230 -2.69156 1.32289 -0.4 0.1 -0.2 0.132
H -2.94910 -2.09633 0.00112 -0.1 0.0 -0.2 0.138
H -2.84602 -0.53524 -0.79907 -0.4 -0.2 0.2 0.139
```
Forces are in eV/Å.


# 4
DFT (ωB97M-V with the def2-TZVPD basis set) results for a cluster of 2 separate species, C4H12N3 in total.

Calculated values
Total charge: +1

Geometry as XYZ:
```
19
Properties=species:S:1:pos:R:3:forces:R:3:lowdin_charge:R:1
C 1.53914 -0.09108 -1.82053 -0.7 0.1 -0.1 -0.123
C -0.73459 0.22967 -2.23036 0.1 -0.2 0.2 -0.061
N 0.12765 -0.37326 -1.53548 0.2 0.1 0.3 -0.109
H 2.10161 -0.12618 -0.89030 0.2 0.0 0.0 0.056
H 1.64621 0.89341 -2.28067 0.2 0.0 -0.1 0.077
H 1.90378 -0.85922 -2.49914 0.2 0.0 0.1 0.086
H -1.77855 0.03252 -2.00737 -0.1 0.1 -0.3 0.069
H -0.46983 0.91607 -3.03730 -0.1 0.1 0.0 0.086
C -1.01852 1.49411 1.52658 0.0 -0.3 0.2 -0.012
N 0.29451 -1.90877 1.51461 0.2 0.4 -0.1 0.196
C -0.44791 -0.82045 1.43942 0.2 -1.0 0.1 -0.180
N -0.03421 0.39368 1.63936 -0.3 0.4 -0.4 0.029
H -1.82936 1.28978 2.22050 0.0 0.1 0.1 0.098
H -1.41559 1.51308 0.51692 0.1 0.2 -0.1 0.081
H -0.56832 2.44297 1.79057 0.1 0.0 0.0 0.100
H 1.28060 -1.85895 1.73661 -0.1 0.0 -0.1 0.138
H -0.04627 -2.77025 1.11705 -0.1 0.0 0.2 0.137
H -1.50398 -0.98962 1.26667 0.0 0.2 -0.1 0.167
H 0.95362 0.59249 1.53287 -0.1 0.1 0.3 0.162
```
Forces are in eV/Å.


# 5
DFT (ωB97M-V with the def2-TZVPD basis set) results for the ion C4H12N3 with charge +1.

Calculated values
SMILES: CCCNC(N)=[NH2+]
Total charge: +1

Geometry as XYZ:
```
19
Properties=species:S:1:pos:R:3:forces:R:3:lowdin_charge:R:1
C -1.20822 1.87295 1.58127 -1.2 0.0 -1.2 -0.091
C -0.80018 1.67540 0.08274 0.7 2.1 2.2 -0.225
C 0.45578 0.83341 -0.02544 -1.3 -2.2 -1.6 -0.124
N -0.00267 -0.59088 -0.25348 0.1 0.2 0.2 0.108
C 0.71504 -1.58469 -0.70303 0.8 1.2 1.3 -0.419
N 2.05103 -1.45155 -0.92523 -2.1 -1.1 -0.9 0.226
N 0.17670 -2.84551 -0.85250 -1.1 -1.1 -0.3 0.138
H -0.44981 2.22479 2.27034 0.4 -0.3 -0.1 0.077
H -1.99055 2.64067 1.58365 0.0 -0.2 0.1 0.081
H -1.70062 0.94845 1.89780 0.3 0.1 0.5 0.071
H -0.53338 2.67361 -0.28228 -0.1 -0.2 -0.1 0.115
H -1.71933 1.40962 -0.43502 0.5 -0.7 -0.5 0.118
H 1.07022 0.76167 0.87008 0.2 0.7 -0.1 0.137
H 0.96808 1.03813 -0.96918 0.5 0.4 0.5 0.127
H -0.94113 -0.81415 0.04579 0.0 0.0 0.0 0.161
H 2.47469 -0.54424 -0.87708 0.2 0.2 -0.1 0.110
H 2.23505 -2.05115 -1.73008 1.0 0.1 0.5 0.142
H -0.73821 -2.88433 -1.30039 0.3 0.5 -0.5 0.120
H -0.06249 -3.31218 0.02205 1.0 0.0 0.2 0.128
```
Forces are in eV/Å.


# 6
DFT (ωB97M-V with the def2-TZVPD basis set) results for a cluster of 2 separate species, C4H12N3 in total.

Calculated values
Total charge: +1

Geometry as XYZ:
```
19
Properties=species:S:1:pos:R:3:forces:R:3:lowdin_charge:R:1
C 0.85417 1.57484 -0.71735 2.8 0.1 0.3 0.004
C 0.03078 0.53576 -1.45143 -1.7 -1.4 1.1 -0.221
C -0.22359 0.90999 -0.06347 -0.1 -2.4 0.2 -0.283
C 0.55654 -0.85320 -1.84220 -2.1 1.3 2.6 -0.020
N -0.39253 -1.31952 1.97214 -0.4 -1.6 3.3 -0.013
N 0.43315 -1.10601 0.93723 -0.2 0.7 -3.8 -0.067
N -1.28850 1.20384 0.62696 -0.4 -1.0 -0.5 0.184
H 1.91889 1.26920 -0.48888 -1.4 0.2 -0.2 0.156
H 0.79235 2.64765 -0.83895 -0.2 0.1 -0.3 0.126
H -0.79877 0.80092 -2.05720 -0.5 0.9 -0.7 0.140
H 0.92803 -0.52019 -2.69704 2.0 -0.2 -4.5 0.038
H -0.14777 -1.69681 -1.85158 0.2 0.7 -0.1 0.108
H 1.30854 -0.96708 -1.14754 1.8 -1.2 1.1 0.031
H -1.04563 -2.06471 1.70918 -0.3 0.4 -0.1 0.165
H 0.03551 -1.76561 2.85905 -0.4 1.2 -1.2 0.209
H 1.32848 -0.83488 1.20086 1.8 0.5 1.3 0.031
H -2.12470 0.65013 0.40769 0.2 1.0 0.4 0.157
H -1.25457 2.00175 1.20777 -0.6 0.7 0.8 0.126
H -0.91036 -0.46604 2.23475 -0.4 0.0 0.4 0.130
```
Forces are in eV/Å.


no.,highest occupied orbital energy (eV),Kohn-Sham gap (eV)
1,-9.24,9.9
2,-14.26,11.6
3,-14.83,11.7
4,-13.42,10.0
5,-15.27,11.9
6,-12.62,9.2